[1]
{
  "formula": "C5H6N2O",
  "method": "ωB97M-V/def2-TZVPD",
  "homo_ev": -7.9,
  "total_charge": 0,
  "max_force_ev_per_a": 5.04,
  "de_lowest_kj_mol": 130.8,
  "smiles": "[H]/N=C/n1cccc1O",
  "symbols": ["C", "C", "C", "C", "C", "H", "H", "H", "H", "H", "H", "N", "N", "O"],
  "coordinates": [[-0.66492, 0.85915, -0.07005], [-1.85507, 0.12901, -0.05480], [-1.61939, -1.28696, 0.02580], [-0.20725, -1.42149, -0.00572], [1.69711, 0.32963, 0.04648], [-0.77355, 2.75227, -0.31863], [-2.84630, 0.52497, -0.06621], [-2.34223, -1.98664, 0.29881], [0.46050, -2.25981, 0.00369], [1.88056, 1.39554, 0.11072], [3.50059, -0.41980, 0.02111], [0.38998, -0.14503, -0.03174], [2.54792, -0.58748, -0.05240], [-0.16794, 2.11664, 0.09293]],
  "forces_ev_per_a": [[0.932, -3.997, 0.575], [0.454, 1.276, 0.184], [4.517, 2.204, -0.327], [-1.100, 0.867, 0.340], [0.782, -2.226, -0.604], [0.183, -0.136, 0.189], [-0.325, 0.461, 0.078], [-0.834, -1.172, -0.190], [-0.076, -0.242, 0.129], [-0.368, -0.030, 0.169], [1.892, 1.117, 0.123], [-3.596, 2.692, -0.171], [-1.023, -1.264, 0.076], [-1.438, 0.449, -0.569]]
}

[2]
{
  "formula": "C10H30O5",
  "method": "ωB97M-V/def2-TZVPD",
  "homo_ev": -9.6,
  "total_charge": 0,
  "max_force_ev_per_a": 1.10,
  "de_lowest_kj_mol": 48.7,
  "smiles": "CCO.CCO.CCO.CCO.CCO",
  "symbols": ["C", "C", "O", "H", "H", "H", "H", "H", "H", "C", "C", "O", "H", "H", "H", "H", "H", "H", "C", "C", "O", "H", "H", "H", "H", "H", "H", "C", "C", "O", "H", "H", "H", "H", "H", "H", "C", "C", "O", "H", "H", "H", "H", "H", "H"],
  "coordinates": [[-1.90897, 2.51493, 5.67936], [-1.94136, 2.19704, 4.21954], [-1.27912, 0.94178, 4.01114], [-2.54563, 3.36709, 5.93442], [-0.91435, 2.72009, 6.08105], [-2.29405, 1.67370, 6.26446], [-1.48005, 2.98381, 3.61865], [-2.99201, 2.08382, 3.91796], [-1.11252, 0.87858, 3.05889], [-5.65210, 1.11810, 1.09150], [-4.77699, 0.53106, -0.01260], [-3.56680, 1.26507, -0.17214], [-6.63100, 0.64438, 1.08374], [-5.80487, 2.18525, 0.89794], [-5.14509, 1.00375, 2.04669], [-5.31872, 0.47089, -0.95947], [-4.46888, -0.47651, 0.27103], [-3.75770, 2.18761, 0.02769], [5.56615, 0.86084, -3.69123], [4.52843, -0.14270, -3.24032], [4.17802, -0.98410, -4.33281], [5.17437, 1.39334, -4.55856], [6.47536, 0.33854, -3.98422], [5.77734, 1.59404, -2.91270], [3.63246, 0.37773, -2.88312], [4.88341, -0.71585, -2.37654], [4.40091, -1.89898, -4.14994], [0.40386, 0.43951, -0.66363], [0.14761, 1.24762, 0.59800], [-1.12043, 0.93167, 1.18979], [0.43814, -0.62768, -0.42568], [1.38981, 0.68717, -1.06368], [-0.38170, 0.55955, -1.40976], [0.15899, 2.31611, 0.37164], [0.90389, 0.97763, 1.33099], [-1.83768, 1.10431, 0.56151], [1.80107, -3.56897, -0.90805], [2.20808, -4.13198, -2.25329], [1.89882, -5.53241, -2.40436], [1.82358, -2.48052, -0.99165], [2.44725, -3.91850, -0.10769], [0.77200, -3.86267, -0.69407], [3.28122, -4.02199, -2.39717], [1.67687, -3.61940, -3.06030], [0.96241, -5.61275, -2.60302]],
  "forces_ev_per_a": [[-0.117, 0.115, 1.083], [-0.036, -0.885, -0.203], [0.029, 0.624, 0.091], [0.057, 0.046, -0.197], [0.077, 0.005, -0.303], [-0.004, -0.038, -0.197], [0.010, 0.061, -0.031], [0.043, 0.205, -0.141], [-0.166, -0.155, -0.083], [0.384, 0.122, -0.601], [-0.161, -0.287, 0.472], [0.081, 0.321, -0.072], [-0.006, -0.091, 0.221], [-0.069, -0.023, 0.073], [-0.189, -0.019, 0.148], [0.046, 0.101, -0.045], [-0.061, -0.032, -0.136], [0.000, 0.035, -0.111], [-0.193, -0.015, -0.098], [-0.038, 0.052, 0.364], [-0.166, -0.043, -0.040], [0.094, 0.019, -0.033], [0.110, 0.119, 0.018], [0.097, -0.055, 0.052], [-0.053, -0.035, -0.204], [0.091, -0.108, -0.161], [0.035, 0.047, 0.114], [0.149, -0.457, 0.265], [-0.746, -0.348, -0.369], [0.558, -0.017, 0.020], [-0.082, 0.076, 0.109], [-0.156, 0.155, -0.231], [0.117, 0.268, -0.096], [0.333, 0.068, 0.120], [0.013, 0.314, 0.170], [-0.106, -0.158, 0.043], [-0.253, 0.033, -0.390], [-0.604, -0.642, -0.319], [0.472, 0.256, 0.251], [0.119, 0.015, 0.296], [0.014, 0.039, 0.072], [0.005, 0.041, 0.117], [0.036, -0.109, -0.142], [0.243, 0.342, 0.051], [-0.006, 0.037, 0.052]]
}

[3]
{
  "formula": "C13H17NNiO7",
  "method": "ωB97M-V/def2-TZVPD",
  "homo_ev": [-8.4, -8.4],
  "total_charge": 0,
  "max_force_ev_per_a": 1.68,
  "de_lowest_kj_mol": 65.1,
  "spin_multiplicity": 3,
  "symbols": ["Ni", "O", "C", "O", "C", "C", "C", "C", "C", "O", "C", "C", "O", "O", "H", "H", "H", "H", "H", "H", "H", "H", "O", "C", "O", "C", "N", "C", "C", "C", "H", "H", "H", "H", "H", "H", "H", "H", "H"],
  "coordinates": [[0.38296, 1.02089, -0.64621], [2.45105, 0.79502, -4.05195], [1.65034, 0.59819, -3.15945], [1.82670, 0.82188, -1.90102], [0.29028, -0.07731, -3.53358], [0.01061, -1.21656, -2.53908], [-1.00660, -2.19926, -3.12401], [-2.30652, -1.35871, -3.07538], [-1.81745, -0.06272, -2.41101], [-0.77952, -0.54640, -1.51906], [-1.00936, 0.77162, -3.41390], [-0.91929, 2.24835, -2.87339], [-1.26263, 3.12903, -3.63852], [-0.58267, 2.37858, -1.63952], [0.42917, -0.43926, -4.54873], [0.89287, -1.66691, -2.09253], [-1.08430, -3.08615, -2.49509], [-0.72628, -2.50855, -4.12815], [-3.07306, -1.84135, -2.46942], [-2.72008, -1.15831, -4.06084], [-2.57309, 0.48253, -1.85247], [-1.50455, 0.87572, -4.37453], [1.58527, 1.58938, 1.13743], [0.77994, 1.17472, 1.94123], [-0.38227, 0.71056, 1.48255], [0.97124, 1.07196, 3.43760], [-0.29238, 0.62627, 4.05646], [-0.05380, -0.70838, 4.64514], [1.43463, -0.73289, 4.97351], [2.03447, -0.01405, 3.76495], [1.29239, 2.04773, 3.79871], [-0.95925, 0.51582, 2.26352], [-0.59209, 1.27969, 4.76549], [-0.28461, -1.47384, 3.89905], [-0.69930, -0.86980, 5.50577], [1.82922, -1.73890, 5.10483], [1.62146, -0.16083, 5.88465], [2.13849, -0.70435, 2.92560], [3.00802, 0.42661, 3.96128]],
  "forces_ev_per_a": [[-0.051, 0.094, -1.679], [0.087, 0.049, 0.366], [-0.830, -0.246, -0.814], [0.183, 0.106, 0.828], [0.718, 0.181, 0.339], [-0.117, -0.249, -0.528], [0.035, 0.094, 0.165], [0.070, 0.037, 0.199], [-0.264, -0.124, -0.576], [0.289, 0.187, 0.681], [-0.032, 0.791, 0.472], [-0.109, -0.996, -1.119], [0.121, 0.149, 0.443], [0.203, 0.115, 1.078], [-0.105, -0.084, -0.009], [-0.023, 0.069, 0.069], [-0.009, -0.003, -0.032], [0.003, -0.006, -0.020], [0.011, -0.012, -0.028], [-0.032, 0.022, -0.010], [0.103, 0.024, 0.089], [-0.058, -0.169, -0.024], [-0.109, -0.153, -0.100], [0.055, 0.124, 0.317], [-0.212, -0.014, -0.028], [-0.013, -0.175, -0.051], [0.044, -0.012, -0.105], [0.103, -0.039, 0.049], [-0.063, 0.069, -0.103], [-0.018, 0.037, 0.059], [-0.065, 0.045, 0.012], [0.097, 0.039, 0.095], [-0.028, 0.032, -0.011], [-0.024, -0.002, 0.034], [-0.048, 0.034, -0.030], [0.013, 0.010, 0.006], [0.021, -0.032, 0.025], [0.035, 0.001, 0.012], [0.015, 0.007, -0.068]]
}

no.,E (eV)
1,-10308.2474
2,-21092.6872
3,-70623.5930